[1]
ORCA calculation (ωB97M-V/def2-TZVPD) on C5H7NO in the gas phase.

```
14
Properties=species:S:1:pos:R:3:forces:R:3
O 3.041 -0.821 1.040 -0.122 -0.246 -0.320
C 2.553 -0.376 -0.232 -0.049 0.478 0.376
C 1.162 0.027 -0.214 -0.099 0.127 0.411
C -0.037 0.084 -0.128 0.706 0.784 0.263
C -1.291 0.700 0.167 -0.036 0.266 -0.004
C -2.466 0.340 -0.640 -0.301 0.018 -0.299
N -2.370 -0.080 0.753 -0.291 -0.267 0.100
H 2.489 -0.481 1.759 0.017 -0.034 -0.499
H 3.264 0.365 -0.620 -0.459 0.019 -0.045
H 2.426 -1.149 -0.971 1.111 -1.089 -0.086
H -1.192 1.712 0.550 -0.142 -0.093 -0.003
H -2.312 -0.391 -1.429 -0.089 0.093 0.115
H -3.184 1.123 -0.840 -0.164 -0.114 -0.018
H -2.083 -1.054 0.805 -0.082 0.058 0.010
```
Forces are in eV/Å.

SMILES = OCC#C[C@H]1CN1
HOMO level = -9.39 eV
Kohn-Sham gap = 0.372 Ha
2S+1 = 1
E = -8832.4356 eV
E_LUMO = 0.720 eV

Listed below, in e, are the Löwdin charges computed for each atom: number 1, O, carries -0.06; number 2, C, carries -0.26; number 3, C, carries 0.00; number 4, C, carries 0.02; number 5, C, carries -0.35; number 6, C, carries -0.14; number 7, N, carries 0.03; number 8, H, carries 0.09; number 9, H, carries 0.12; number 10, H, carries 0.11; number 11, H, carries 0.14; number 12, H, carries 0.11; number 13, H, carries 0.10; number 14, H, carries 0.09

[2]
ORCA calculation (ωB97M-V/def2-TZVPD) on an isolated ion of composition C5H13N5 and charge +2.

```
23
Properties=species:S:1:pos:R:3:forces:R:3
H -0.728 1.228 2.210 1.136 0.250 -0.617
N -1.374 0.863 1.532 -3.108 0.376 1.300
N -1.225 0.513 0.379 2.995 -2.387 -1.408
N -0.194 0.338 -0.409 -0.997 1.618 -1.205
C 1.064 0.290 -0.017 2.173 -1.624 1.494
C 1.410 -0.492 1.263 -1.249 1.623 -0.283
N 2.073 0.734 -0.719 -3.020 0.387 -0.113
C 3.407 0.551 -0.453 3.246 -0.744 4.495
C -2.344 -0.177 -0.306 -0.007 -0.356 -1.337
C -2.153 -1.107 -1.480 3.027 -1.528 -0.543
N -3.469 0.072 0.188 -1.546 -0.185 0.170
H 1.058 0.281 1.957 0.886 -0.079 0.676
H 2.480 -0.638 1.355 -0.330 -0.352 0.342
H 0.737 -1.319 1.546 0.608 -0.069 -0.757
H 2.055 1.380 -1.476 -1.711 0.501 -0.812
H 3.937 0.828 -1.308 1.184 0.489 -1.052
H 3.737 1.180 0.499 -0.405 -1.053 -2.096
H 3.642 -0.497 -0.200 0.053 0.419 -0.333
H -1.070 -1.047 -2.046 -3.115 0.302 1.558
H -2.974 -1.083 -2.192 -0.105 0.513 0.012
H -2.163 -2.205 -1.134 -0.004 1.508 0.090
H -4.315 -0.366 -0.179 0.111 0.047 -0.027
H -3.590 0.673 0.992 0.177 0.344 0.447
```
Forces are in eV/Å.

SMILES = [H]/N=[N+](\N=C(/C)NC)C(C)=[NH2+]
HOMO level (alpha / beta) = -18.03 / -18.03 eV
Kohn-Sham gap (alpha / beta) = 0.299 / 0.299 Ha
net charge = +2
2S+1 = 1
E = -12825.0691 eV
E_LUMO (alpha / beta) = -9.894 / -9.893 eV

Listed below, in e, are the Löwdin charges computed for each atom: number 1, H, carries 0.14; number 2, N, carries 0.26; number 3, N, carries -0.16; number 4, N, carries 0.13; number 5, C, carries -0.26; number 6, C, carries 0.06; number 7, N, carries 0.07; number 8, C, carries -0.05; number 9, C, carries -0.15; number 10, C, carries 0.03; number 11, N, carries 0.33; number 12, H, carries 0.09; number 13, H, carries 0.08; number 14, H, carries 0.12; number 15, H, carries 0.18; number 16, H, carries 0.09; number 17, H, carries 0.18; number 18, H, carries 0.12; number 19, H, carries 0.17; number 20, H, carries 0.10; number 21, H, carries 0.15; number 22, H, carries 0.20; number 23, H, carries 0.17

[3]
ORCA calculation (ωB97M-V/def2-TZVPD) on a 2-piece molecular cluster, CH4NOPS overall.

```
9
Properties=species:S:1:pos:R:3:forces:R:3
H 0.126 0.640 -0.484 -0.665 0.618 0.161
P 0.565 -0.362 -1.328 0.366 0.348 0.210
N 2.067 -0.259 -0.618 -1.009 0.386 0.559
S 2.767 0.560 0.653 -0.330 -0.263 -0.645
H 2.570 -0.993 -1.029 1.832 -1.063 -0.400
C -2.059 0.059 0.751 1.748 3.383 0.134
O -2.556 0.279 -0.307 -0.909 -0.152 -0.844
H -1.978 -0.944 1.110 0.079 -0.876 1.002
H -1.502 1.020 1.251 -1.112 -2.379 -0.178
```
Forces are in eV/Å.

SMILES = [H]/P=[NH+]\[S-].C=O
HOMO level (alpha / beta) = -8.80 / -8.28 eV
Kohn-Sham gap (alpha / beta) = 0.280 / 0.255 Ha
2S+1 = 1
E = -24760.2708 eV
E_LUMO (alpha / beta) = -1.171 / -1.353 eV

Listed below, in e, are the Löwdin charges computed for each atom: number 1, H, carries -0.17; number 2, P, carries 0.82; number 3, N, carries -0.98; number 4, S, carries 0.45; number 5, H, carries -0.04; number 6, C, carries -0.21; number 7, O, carries -0.05; number 8, H, carries 0.06; number 9, H, carries 0.12

[4]
ORCA calculation (ωB97M-V/def2-TZVPD) on C12H36FO6S6Tl as an isolated structure.

```
62
Properties=species:S:1:pos:R:3:forces:R:3
Tl -2.529 1.664 1.555 0.735 -0.789 -0.269
F -0.355 0.126 0.368 -0.059 0.322 0.041
C 0.544 -2.040 3.326 0.240 -0.010 0.007
S -0.061 -0.485 4.168 -2.964 -2.568 -0.458
O -1.399 -0.192 3.432 2.000 0.282 1.120
C -0.615 -1.381 5.737 0.742 0.318 0.994
H 0.055 -2.959 3.649 -0.136 0.321 0.601
H 1.617 -2.137 3.494 0.015 0.054 0.115
H 0.353 -2.032 2.252 0.009 0.854 0.024
H -0.960 -0.659 6.476 -0.670 0.362 -0.613
H 0.136 -1.843 6.377 1.225 0.168 -0.727
H -1.276 -2.245 5.662 -0.568 0.561 -1.012
C 3.972 -1.448 -2.233 -0.093 0.808 0.717
S 4.142 -2.063 -0.465 -0.167 2.136 -0.127
O 5.090 -1.129 0.282 -1.759 -1.444 -1.321
C 2.380 -1.635 0.070 0.506 0.032 0.500
H 3.775 -0.379 -2.159 0.313 0.359 0.621
H 3.057 -1.762 -2.734 0.327 -1.014 0.089
H 4.900 -1.533 -2.799 -0.164 -0.561 0.125
H 2.257 -0.553 0.118 0.269 0.162 -0.270
H 2.266 -1.992 1.093 0.195 -0.159 -0.122
H 1.575 -2.047 -0.539 0.460 -0.251 -0.292
C 1.439 4.843 0.619 -0.426 0.239 0.163
S 1.112 3.864 2.221 -1.743 -1.156 -1.744
O -0.412 3.529 2.226 2.614 0.545 0.057
C 1.999 2.253 1.885 -0.352 0.279 -0.865
H 0.782 4.569 -0.207 -0.359 -0.628 0.447
H 2.433 4.839 0.172 0.318 -0.418 0.771
H 1.163 5.876 0.832 0.094 -0.062 0.453
H 1.891 1.466 2.632 -0.016 0.693 0.571
H 3.037 2.449 1.618 0.020 0.223 0.371
H 1.513 1.819 1.011 -0.360 0.166 -0.256
C 2.929 2.021 -3.981 -1.203 -0.746 -0.550
S 2.794 2.085 -2.137 -0.768 2.176 -1.270
O 3.193 3.467 -1.713 0.018 -1.099 0.074
C 0.925 2.072 -1.976 0.593 -1.412 0.564
H 2.172 2.644 -4.457 0.036 0.594 0.515
H 2.572 1.034 -4.274 0.142 -0.445 0.278
H 3.850 2.174 -4.544 0.463 0.186 1.035
H 0.320 2.234 -2.868 0.491 0.531 -0.076
H 0.696 2.684 -1.104 0.136 0.394 -0.444
H 0.678 1.077 -1.606 -0.029 -0.284 -0.018
C -1.538 -3.017 0.122 1.101 0.182 -0.537
S -2.555 -2.561 1.572 -1.941 0.514 -1.542
O -3.134 -1.137 1.493 1.087 -1.919 -0.119
C -3.947 -3.697 1.035 0.188 0.424 1.072
H -1.182 -4.047 0.151 -0.318 -0.248 0.884
H -0.624 -2.425 0.098 -0.250 0.439 0.179
H -1.983 -2.989 -0.872 -0.654 0.597 0.280
H -4.773 -3.594 1.738 0.099 0.287 0.020
H -3.591 -4.721 1.148 0.174 0.060 -0.357
H -4.284 -3.428 0.033 0.294 -0.063 0.066
C -2.230 0.307 -2.837 -0.146 -1.273 0.646
S -3.723 -0.245 -1.906 -0.665 1.118 -1.094
O -3.965 0.726 -0.780 0.448 -0.482 -0.157
C -4.985 0.255 -3.171 0.278 0.800 -0.171
H -2.067 -0.434 -3.619 -0.517 0.297 -0.561
H -1.394 0.055 -2.185 -0.008 0.732 0.486
H -2.312 1.343 -3.165 0.055 -0.180 0.080
H -5.977 0.361 -2.732 0.189 -0.512 0.318
H -5.029 -0.290 -4.114 0.220 -0.667 0.415
H -4.721 1.264 -3.488 0.240 0.178 0.273
```
Forces are in eV/Å.

HOMO level = -13.92 eV
Kohn-Sham gap = 0.081 Ha
net charge = +2
2S+1 = 1
E = -97708.0408 eV
E_LUMO = -11.713 eV

Listed below, in e, are the Löwdin charges computed for each atom: number 1, Tl, carries 1.12; number 2, F, carries -0.50; number 3, C, carries -0.24; number 4, S, carries 0.93; number 5, O, carries -0.69; number 6, C, carries -0.23; number 7, H, carries 0.05; number 8, H, carries 0.05; number 9, H, carries 0.01; number 10, H, carries 0.05; number 11, H, carries 0.06; number 12, H, carries 0.06; number 13, C, carries -0.21; number 14, S, carries 0.97; number 15, O, carries -0.46; number 16, C, carries -0.21; number 17, H, carries -0.02; number 18, H, carries 0.06; number 19, H, carries 0.07; number 20, H, carries 0.03; number 21, H, carries 0.02; number 22, H, carries 0.05; number 23, C, carries -0.18; number 24, S, carries 1.02; number 25, O, carries -0.62; number 26, C, carries -0.20; number 27, H, carries 0.04; number 28, H, carries 0.05; number 29, H, carries 0.06; number 30, H, carries 0.04; number 31, H, carries 0.07; number 32, H, carries 0.02; number 33, C, carries -0.21; number 34, S, carries 0.92; number 35, O, carries -0.48; number 36, C, carries -0.19; number 37, H, carries 0.06; number 38, H, carries 0.05; number 39, H, carries 0.08; number 40, H, carries 0.06; number 41, H, carries 0.03; number 42, H, carries 0.01; number 43, C, carries -0.25; number 44, S, carries 0.95; number 45, O, carries -0.58; number 46, C, carries -0.19; number 47, H, carries 0.07; number 48, H, carries 0.01; number 49, H, carries 0.06; number 50, H, carries 0.06; number 51, H, carries 0.06; number 52, H, carries 0.06; number 53, C, carries -0.22; number 54, S, carries 0.88; number 55, O, carries -0.62; number 56, C, carries -0.21; number 57, H, carries 0.06; number 58, H, carries 0.02; number 59, H, carries 0.07; number 60, H, carries 0.06; number 61, H, carries 0.07; number 62, H, carries 0.05

[5]
ORCA calculation (ωB97M-V/def2-TZVPD) on an isolated ion of composition C3H9N2 and charge +1.

```
14
Properties=species:S:1:pos:R:3:forces:R:3
C -1.695 0.014 -1.236 -0.179 0.542 -3.236
C -0.557 -0.791 -0.658 0.506 0.124 0.274
N 0.325 0.206 -0.060 0.106 4.925 -3.671
C 1.108 -0.027 0.921 2.677 -0.281 2.415
N 1.626 0.655 1.962 -1.299 1.922 -1.979
H -1.483 1.084 -1.285 0.358 -0.052 0.195
H -2.580 -0.032 -0.694 -1.557 -0.417 1.145
H -1.986 -0.185 -2.333 0.661 -0.349 1.699
H 0.058 -1.267 -1.418 -0.480 -0.816 -0.006
H -0.858 -1.393 0.212 -0.066 -0.445 -0.892
H 0.674 0.900 -0.849 -1.357 -0.818 2.758
H 1.535 -0.987 0.766 0.120 -1.675 1.577
H 1.536 1.711 2.213 -0.040 -2.618 -0.884
H 2.296 0.112 2.459 0.551 -0.043 0.604
```
Forces are in eV/Å.

SMILES = CCNC=[NH2+]
HOMO level = -15.04 eV
Kohn-Sham gap = 0.379 Ha
net charge = +1
2S+1 = 1
E = -6228.9185 eV
E_LUMO = -4.714 eV

Listed below, in e, are the Löwdin charges computed for each atom: number 1, C, carries -0.07; number 2, C, carries -0.19; number 3, N, carries -0.02; number 4, C, carries -0.16; number 5, N, carries 0.21; number 6, H, carries 0.08; number 7, H, carries 0.05; number 8, H, carries 0.12; number 9, H, carries 0.13; number 10, H, carries 0.14; number 11, H, carries 0.24; number 12, H, carries 0.16; number 13, H, carries 0.20; number 14, H, carries 0.12

[6]
ORCA calculation (ωB97M-V/def2-TZVPD) on an isolated ion of composition C6H12N and charge +1.

```
19
Properties=species:S:1:pos:R:3:forces:R:3
C -1.996 0.855 1.064 -0.070 0.125 -0.016
C -0.686 0.846 0.891 0.279 -0.113 0.052
C 0.044 -0.285 0.234 -0.147 0.125 -0.203
C 0.057 -0.195 -1.276 -0.293 -0.698 0.473
N 0.830 1.030 -1.674 0.094 0.129 -0.072
C 0.003 -1.657 0.851 0.004 -0.018 -0.179
C 1.267 -0.855 0.900 0.112 -0.066 0.072
H -2.499 1.675 1.545 -0.076 0.207 0.088
H -2.613 0.034 0.740 -0.115 -0.232 -0.051
H -0.076 1.664 1.255 -0.016 0.175 0.101
H -0.957 -0.102 -1.670 0.156 0.118 -0.066
H 0.534 -1.070 -1.718 0.079 0.165 -0.092
H 0.857 1.160 -2.693 0.037 0.062 0.278
H 1.791 0.954 -1.313 -0.248 0.110 -0.138
H 0.386 1.849 -1.235 0.161 -0.113 -0.184
H -0.042 -2.514 0.199 0.072 -0.079 -0.112
H -0.561 -1.773 1.762 -0.057 0.102 0.076
H 1.563 -0.439 1.850 -0.032 0.084 0.088
H 2.099 -1.177 0.289 0.061 -0.085 -0.117
```
Forces are in eV/Å.

SMILES = C=CC1(C[NH3+])CC1
HOMO level = -13.84 eV
Kohn-Sham gap = 0.375 Ha
net charge = +1
2S+1 = 1
E = -7898.8578 eV
E_LUMO = -3.639 eV

Listed below, in e, are the Löwdin charges computed for each atom: number 1, C, carries 0.07; number 2, C, carries -0.14; number 3, C, carries -0.47; number 4, C, carries -0.09; number 5, N, carries 0.21; number 6, C, carries -0.05; number 7, C, carries -0.07; number 8, H, carries 0.07; number 9, H, carries 0.08; number 10, H, carries 0.11; number 11, H, carries 0.15; number 12, H, carries 0.14; number 13, H, carries 0.18; number 14, H, carries 0.18; number 15, H, carries 0.17; number 16, H, carries 0.11; number 17, H, carries 0.12; number 18, H, carries 0.12; number 19, H, carries 0.11

Which of these has the lowest E? C12H36FO6S6Tl

Which of these has the highest E? C3H9N2

2S+1 of number 3 (CH4NOPS)? 1